189
Properties=species:S:1:pos:R:3 method="wB97M-V/def2-TZVPD" e_homo_ev=-8.3596 energy_ev=-87640.3775 e_above_lowest_kcal_mol=157.7 lumo_energy_ev=0.4
C -3.75 3.61 -0.15
C -3.17 4.55 -1.18
O -1.92 4.85 -0.65
H -3.82 4.31 0.69
H -3.12 2.75 0.06
H -4.73 3.23 -0.43
H -3.93 5.30 -1.37
H -2.96 4.05 -2.13
H -2.09 5.34 0.16
C 3.84 2.55 -1.65
C 4.34 3.25 -0.44
O 4.00 4.62 -0.48
H 3.92 1.47 -1.48
H 4.55 2.80 -2.44
H 2.80 2.85 -1.81
H 5.42 3.16 -0.33
H 3.90 2.72 0.41
H 4.71 5.10 -0.91
C 2.22 7.72 -0.38
C 0.88 7.16 -0.04
O 0.29 6.79 -1.28
H 2.12 8.49 -1.15
H 2.88 6.95 -0.78
H 2.70 8.08 0.53
H 0.30 7.98 0.37
H 0.91 6.27 0.59
H -0.02 5.89 -1.16
C 3.41 -0.23 3.23
C 3.18 -1.45 2.35
O 1.83 -1.99 2.31
H 3.02 0.65 2.73
H 4.46 -0.09 3.51
H 2.78 -0.34 4.11
H 3.95 -2.20 2.54
H 3.49 -1.05 1.38
H 1.31 -1.52 1.65
C -0.15 1.18 -4.21
C 0.00 2.65 -4.58
C -1.36 3.20 -4.90
O -2.17 2.62 -5.91
C -1.40 2.52 -7.14
N 0.59 3.46 -3.52
H -0.64 0.67 -5.04
H -0.79 1.20 -3.33
H 0.78 0.68 -3.97
H 0.71 2.72 -5.40
H -1.32 4.28 -5.06
H -2.05 3.12 -4.06
H -1.02 3.53 -7.31
H -2.12 2.38 -7.95
H -0.59 1.80 -7.18
H -0.20 3.72 -2.95
H 0.99 2.70 -2.99
C -0.20 2.07 1.70
C 0.31 1.72 0.35
C -0.24 0.37 -0.21
O 0.34 -0.76 0.38
C -0.09 -1.92 -0.32
N 0.09 2.87 -0.55
H -1.24 2.37 1.86
H 0.30 3.03 1.87
H 0.12 1.29 2.39
H 1.37 1.59 0.55
H -0.30 0.35 -1.30
H -1.30 0.50 0.00
H 0.53 -1.99 -1.22
H -1.17 -1.93 -0.51
H 0.15 -2.72 0.38
H -0.85 3.22 -0.47
H 0.81 3.54 -0.31
C 1.09 -5.86 -3.10
C -0.12 -5.48 -3.97
C -1.33 -6.39 -3.91
O -1.16 -7.81 -4.14
C -0.66 -8.14 -5.44
N -0.50 -4.16 -3.63
H 1.90 -5.13 -3.13
H 1.57 -6.79 -3.40
H 0.93 -5.95 -2.02
H 0.25 -5.44 -5.00
H -2.04 -5.95 -4.61
H -1.78 -6.19 -2.94
H -0.31 -9.17 -5.44
H 0.20 -7.56 -5.77
H -1.38 -8.10 -6.26
H 0.24 -3.52 -3.85
H -0.62 -4.07 -2.64
C -1.11 4.17 7.37
C 0.13 4.54 6.56
C 0.14 3.83 5.12
O 0.17 2.41 5.05
C 1.36 1.71 5.59
N 0.29 5.95 6.54
H -2.05 4.27 6.82
H -1.19 4.71 8.31
H -0.96 3.11 7.58
H 0.99 4.15 7.11
H 0.99 4.14 4.51
H -0.78 4.15 4.62
H 1.39 0.69 5.22
H 1.34 1.64 6.67
H 2.25 2.18 5.17
H 1.11 6.22 6.02
H 0.28 6.35 7.46
C 3.77 -4.77 -0.48
C 2.65 -5.38 0.41
C 2.61 -6.92 0.35
O 1.96 -7.50 1.45
C 1.33 -8.72 1.03
N 2.78 -4.93 1.79
H 3.60 -3.71 -0.27
H 3.62 -5.03 -1.52
H 4.77 -5.10 -0.17
H 1.71 -4.93 0.10
H 3.67 -7.16 0.42
H 2.18 -7.18 -0.62
H 1.84 -9.41 0.35
H 0.36 -8.49 0.60
H 1.29 -9.32 1.93
H 2.33 -5.56 2.43
H 2.56 -3.97 2.01
C -4.03 -10.04 -1.50
C -2.97 -8.91 -1.63
C -2.89 -7.96 -0.41
O -2.08 -6.78 -0.60
C -2.12 -5.90 0.61
N -1.64 -9.39 -1.85
H -3.99 -10.64 -0.59
H -3.94 -10.77 -2.30
H -5.03 -9.62 -1.50
H -3.32 -8.35 -2.50
H -2.70 -8.52 0.50
H -3.89 -7.59 -0.22
H -3.07 -5.40 0.78
H -1.45 -5.05 0.47
H -1.90 -6.57 1.45
H -1.50 -9.62 -2.82
H -1.04 -8.62 -1.59
C 7.17 -3.15 -2.46
C 6.52 -1.95 -3.19
C 5.04 -1.69 -2.88
O 4.36 -2.65 -3.72
C 3.02 -2.69 -3.40
N 7.21 -0.75 -2.77
H 7.22 -3.09 -1.37
H 8.17 -3.31 -2.86
H 6.55 -4.03 -2.64
H 6.72 -2.10 -4.25
H 4.69 -0.68 -3.07
H 4.86 -1.80 -1.81
H 2.66 -3.39 -4.15
H 2.58 -1.70 -3.39
H 2.74 -3.03 -2.41
H 7.16 -0.44 -1.81
H 8.20 -0.96 -2.73
C -2.78 1.48 4.71
C -4.13 1.26 4.00
C -4.09 0.44 2.66
O -5.36 0.15 2.13
C -5.23 -0.78 1.07
N -4.96 0.54 4.96
H -2.70 0.82 5.57
H -2.80 2.50 5.07
H -1.96 1.36 4.00
H -4.61 2.24 3.90
H -3.54 -0.49 2.78
H -3.57 0.97 1.86
H -4.52 -0.31 0.38
H -6.16 -0.99 0.54
H -4.82 -1.69 1.51
H -5.87 0.39 4.56
H -4.63 -0.41 5.06
C -2.85 10.45 1.55
C -3.32 8.93 1.35
C -2.90 7.99 2.48
O -2.91 6.60 2.16
C -2.93 5.74 3.27
N -4.72 8.86 1.36
H -2.98 10.75 2.59
H -3.34 11.17 0.89
H -1.80 10.56 1.31
H -2.89 8.64 0.39
H -3.37 8.32 3.41
H -1.86 8.20 2.73
H -2.53 4.78 2.96
H -3.97 5.56 3.55
H -2.47 6.02 4.22
H -4.75 7.85 1.34
H -5.26 9.18 0.57